# C7H10NP

C7H10NP in the gas phase in a non-equilibrium geometry (ωB97M-V/def2-TZVPD, the Open Molecules 2025 dataset).

Geometry as XYZ:
```
19
Properties=species:S:1:pos:R:3
C -1.33 -0.22 -0.46
C -1.64 1.00 -1.04
C 0.60 0.78 0.46
C -0.25 2.09 0.65
C 0.54 -1.82 0.10
C -0.25 -0.52 0.49
C -1.49 1.96 -0.10
N 2.29 -1.19 -1.71
P 0.83 -1.68 -1.82
H -2.21 -0.98 -0.53
H -2.40 1.00 -1.74
H 1.10 0.78 -0.46
H 1.50 0.78 1.19
H -0.23 2.50 1.62
H 0.04 2.94 0.04
H 1.50 -1.74 0.56
H 0.03 -2.82 0.45
H -0.68 -0.73 1.43
H 2.77 -0.80 -2.56
```

E_HOMO (spin up / spin down) in eV: -7.547 / -7.552
Charge: 0
Orbital gap (spin up / spin down) in eV: 7.26 / 7.27
ΔE to the lowest compared entry with this formula, charge and spin in kJ/mol: 411.0

Results of the Löwdin charge analysis, in e, for atoms 1 through 4: -0.130, -0.178, -0.160, -0.193

---

# C7H10NS

A gas-phase ion, C7H10NS (charge +1) in a non-equilibrium geometry (ωB97M-V/def2-TZVPD, the Open Molecules 2025 dataset).

Geometry as XYZ:
```
19
Properties=species:S:1:pos:R:3
C -0.75 -0.07 0.94
C -1.89 -0.38 0.13
C 0.22 1.02 0.45
C -0.78 1.35 1.45
C -2.39 -1.75 -0.11
C 1.71 0.66 -1.48
C 1.56 1.34 -0.07
N -1.22 1.91 0.17
S -2.40 1.02 -0.68
H -0.35 -0.94 1.54
H -0.83 1.80 2.45
H -2.93 -2.07 0.73
H -1.51 -2.48 -0.25
H -3.09 -1.79 -0.86
H 1.38 -0.31 -1.37
H 2.65 0.72 -1.84
H 1.03 1.11 -2.15
H 1.69 2.44 -0.24
H 2.26 1.10 0.63
```

E_HOMO in eV: -14.463
Charge: +1
Orbital gap in eV: 8.91
ΔE to the lowest compared entry with this formula, charge and spin in kJ/mol: 239.3

Results of the Löwdin charge analysis, in e, for atoms 1 through 4: -0.160, -0.436, -0.135, -0.153

---

# C7H10O

A molecular structure, C7H10O in a non-equilibrium geometry (ωB97M-V/def2-TZVPD, the Open Molecules 2025 dataset).

Geometry as XYZ:
```
18
Properties=species:S:1:pos:R:3
C -0.38 1.26 -0.61
C -1.31 0.00 -0.41
C -0.41 -1.25 -0.59
C 0.96 -1.02 0.17
C 0.80 0.00 1.30
C 1.00 1.01 0.10
C 1.62 -0.04 -0.65
H -0.22 1.57 -1.67
H -0.84 2.13 -0.09
H -1.98 -0.02 -1.28
H -0.95 -2.10 -0.15
H -0.32 -1.50 -1.67
H 1.48 -1.96 0.35
H -0.18 0.14 1.78
H 1.59 -0.01 2.12
H 1.50 1.96 0.28
H 2.18 -0.09 -1.52
O -1.99 0.02 0.75
```

E_HOMO in eV: -6.764
Charge: 0
Orbital gap in eV: 4.70
ΔE to the lowest compared entry with this formula, charge and spin in kJ/mol: 565.2

Results of the Löwdin charge analysis, in e, for atoms 1 through 4: -0.051, -0.562, -0.053, -0.237

---

# C7H10O

C7H10O in the gas phase in a non-equilibrium geometry (ωB97M-V/def2-TZVPD, the Open Molecules 2025 dataset).

Geometry as XYZ:
```
18
Properties=species:S:1:pos:R:3
C 0.92 1.60 -0.38
C 2.03 2.23 -0.22
C -0.44 1.32 -0.75
C -0.69 -0.16 -1.16
C -0.92 -1.12 0.02
C 0.50 -2.24 1.99
C 0.29 -1.38 0.84
O 1.09 -2.50 0.72
H 2.91 1.76 0.17
H 2.16 3.29 -0.47
H -1.11 1.58 0.08
H -0.71 1.93 -1.62
H -1.58 -0.18 -1.79
H 0.15 -0.52 -1.75
H -1.71 -0.73 0.67
H -1.27 -2.07 -0.42
H 1.19 -1.94 2.77
H -0.25 -2.97 2.29
```

E_HOMO (spin up / spin down) in eV: -7.967 / -7.350
Charge: 0
Orbital gap (spin up / spin down) in eV: 8.69 / 7.77
ΔE to the lowest compared entry with this formula, charge and spin in kJ/mol: 577.7

Results of the Löwdin charge analysis, in e, for atoms 1 through 4: -0.069, -0.038, -0.228, -0.200

---

# C7H10O

C7H10O in the gas phase in a non-equilibrium geometry (ωB97M-V/def2-TZVPD, the Open Molecules 2025 dataset).

Geometry as XYZ:
```
18
Properties=species:S:1:pos:R:3
C -1.82 -1.35 -0.28
C -1.03 -0.36 0.03
C -1.24 1.10 0.15
O 0.12 1.60 -0.03
C 0.75 0.56 -0.82
C 1.82 -0.57 -0.76
C 0.43 -0.67 0.06
C 0.93 -0.42 1.43
H -1.50 -2.37 -0.18
H -2.83 -1.29 -0.65
H -1.81 1.69 -0.63
H -1.60 1.39 1.22
H 0.25 0.54 -1.80
H 2.69 -0.57 -0.13
H 1.96 -1.11 -1.70
H 0.09 0.10 1.86
H 1.68 0.39 1.43
H 1.16 -1.29 1.99
```

E_HOMO in eV: -8.427
SMILES string: C=C1CO[C@H]2C[C@]12C
Charge: 0
Orbital gap in eV: 9.45
ΔE to the lowest compared entry with this formula, charge and spin in kJ/mol: 585.4

Results of the Löwdin charge analysis, in e, for atoms 1 through 4: 0.071, -0.317, -0.121, -0.136

---

# C7H10O

A molecular structure, C7H10O in a non-equilibrium geometry (ωB97M-V/def2-TZVPD, the Open Molecules 2025 dataset).

Geometry as XYZ:
```
18
Properties=species:S:1:pos:R:3
C 1.57 0.72 -0.36
C 1.51 -0.76 -0.24
C 0.28 -0.68 0.70
C -0.91 -0.95 -0.18
C -1.98 0.06 0.32
C -0.89 0.95 -0.35
C 0.35 0.91 0.55
H 1.23 1.13 -1.28
H 2.60 1.05 -0.02
H 1.26 -1.21 -1.17
H 2.41 -1.31 0.12
H 0.42 -1.14 1.76
H -1.01 -2.01 -0.50
H -2.09 0.13 1.40
H -3.00 -0.12 -0.16
H -1.37 1.90 -0.83
H 0.34 1.47 1.48
O -0.71 -0.16 -1.27
```

E_HOMO in eV: -9.618
Charge: 0
Orbital gap in eV: 10.75
ΔE to the lowest compared entry with this formula, charge and spin in kJ/mol: 317.3

Results of the Löwdin charge analysis, in e, for atoms 1 through 4: -0.140, -0.159, -0.183, -0.354

---

# C7H10O

C7H10O in the gas phase in a non-equilibrium geometry (ωB97M-V/def2-TZVPD, the Open Molecules 2025 dataset).

Geometry as XYZ:
```
18
Properties=species:S:1:pos:R:3
C 0.52 1.86 -0.91
C 0.17 0.70 -1.78
O -0.07 1.09 -3.06
C 0.12 -0.59 -1.39
C 0.23 -1.00 -0.04
C 0.24 -2.07 0.74
C -0.65 -1.13 1.41
C -0.26 -0.13 2.46
H 0.85 1.51 0.07
H 1.31 2.44 -1.38
H -0.34 2.52 -0.79
H -0.29 0.32 -3.60
H -0.07 -1.35 -2.15
H 0.45 -3.12 0.75
H -1.71 -1.40 1.45
H -0.83 0.79 2.37
H 0.80 0.10 2.39
H -0.47 -0.54 3.46
```

E_HOMO in eV: -8.152
SMILES string: C/C(O)=C\C1=C[C@H]1C
Charge: 0
Orbital gap in eV: 8.94
ΔE to the lowest compared entry with this formula, charge and spin in kJ/mol: 315.1

Results of the Löwdin charge analysis, in e, for atoms 1 through 4: -0.005, -0.374, 0.050, -0.053

---

# C7H10O

A molecular structure, C7H10O in a non-equilibrium geometry (ωB97M-V/def2-TZVPD, the Open Molecules 2025 dataset).

Geometry as XYZ:
```
18
Properties=species:S:1:pos:R:3
C 0.02 0.53 -0.91
C -1.34 0.29 -1.03
C -0.82 0.87 0.35
C -0.32 -0.21 1.18
C 0.10 -1.50 0.47
C 1.00 -0.46 -0.23
C 1.11 0.21 1.19
H 0.45 1.39 -2.81
H -1.64 -0.69 -1.19
H -1.85 1.14 -1.46
H -1.04 1.93 0.76
H -0.87 -0.44 2.19
H 0.65 -2.24 1.13
H -0.47 -2.08 -0.23
H 1.87 -1.00 -0.71
H 1.20 1.21 1.10
H 1.58 -0.56 1.94
O 0.37 1.62 -1.75
```

E_HOMO in eV: -8.903
Charge: 0
Orbital gap in eV: 9.74
ΔE to the lowest compared entry with this formula, charge and spin in kJ/mol: 502.5

Results of the Löwdin charge analysis, in e, for atoms 1 through 4: -0.469, -0.033, -0.107, -0.358